No. 1
This record from the Open Molecules 2025 dataset describes C23H19AsBr4Cl2F8KNO3 as an isolated structure at a distorted geometry. The level of theory is ωB97M-V/def2-TZVPD.

Geometry as XYZ:
```
62
Properties=species:S:1:pos:R:3:lowdin_charge:R:1
Br -0.584 0.599 5.204 0.556
Br -2.578 0.995 2.648 0.617
Br -1.306 -2.400 3.180 0.590
Br 1.700 -1.437 2.922 0.659
As 0.066 2.478 -1.085 0.816
K 0.197 -0.460 0.167 0.683
Cl 1.485 -3.830 -2.692 0.607
Cl -1.239 -4.472 -1.991 0.607
F 1.773 2.758 -0.796 -0.224
F -1.642 2.248 -1.438 -0.235
F -0.278 4.052 -0.395 -0.254
F 0.249 3.162 -2.699 -0.264
F 2.513 3.686 4.535 0.061
F 5.861 1.731 1.901 0.062
F 0.452 0.872 -1.740 -0.328
F -0.188 1.740 0.498 -0.388
O 0.453 -2.667 -0.050 -0.224
O -2.077 -0.420 -0.375 -0.080
O 0.817 -4.682 0.826 -0.020
N 2.862 -0.147 -0.372 0.082
C 0.594 -3.889 -0.089 -0.802
C 4.198 2.703 3.217 0.060
C -4.829 -0.066 -0.762 -0.006
C -4.355 0.120 -3.110 -0.023
C 4.056 -0.600 -2.381 -0.045
C -6.151 0.254 -1.002 -0.076
C 2.968 -0.754 -1.534 -0.142
C 2.859 2.903 3.492 -0.259
C 3.585 1.354 1.283 -0.120
C 4.543 1.928 2.127 -0.203
C 5.096 0.209 -1.957 -0.062
C -6.578 0.514 -2.294 -0.091
C 0.446 -4.587 -1.487 -1.004
C -3.919 -0.147 -1.815 -0.143
C -2.514 -0.515 -1.503 -0.390
C 1.864 2.316 2.719 -0.022
C 0.524 -2.943 3.173 -1.013
C 3.854 0.641 0.037 -0.225
C -5.676 0.453 -3.345 -0.083
C 5.006 0.833 -0.725 0.000
C -1.680 -1.023 -2.640 -0.022
C -2.273 1.291 4.559 -1.018
C 2.279 1.563 1.667 0.033
H 4.077 -1.097 -3.339 0.101
H 0.739 -3.396 4.137 0.002
H 0.668 -3.643 2.343 -0.042
H -7.610 0.775 -2.485 0.098
H 5.966 0.360 -2.580 0.102
H -0.801 -1.521 -2.244 0.046
H -6.006 0.669 -4.352 0.100
H 0.709 -5.645 -1.424 0.058
H -4.474 -0.264 0.238 0.101
H 4.962 3.150 3.831 0.127
H -6.851 0.309 -0.181 0.101
H 5.798 1.480 -0.383 0.106
H -2.267 2.364 4.736 -0.007
H 2.145 -1.397 -1.805 0.051
H 0.827 2.479 2.954 0.103
H -2.242 -1.704 -3.274 0.083
H -3.662 0.091 -3.935 0.112
H -3.059 0.791 5.121 -0.006
H -1.352 -0.168 -3.233 0.099
```

Its gap between HOMO and LUMO (alpha / beta) is 8.67 / 8.33 eV. For the strongest force on any atom, the calculation gives 2.0 eV Å⁻¹. The value obtained for the energy relative to the best compared isomer or geometry (same formula, charge and spin) is 135.9 kJ/mol. As for the total energy: -16019.640279 hartree. The spin multiplicity is 2. The net charge is -1. The molecular weight comes out at 1013.9 g/mol. The calculation puts the lowest unoccupied orbital energy (alpha / beta) at 2.17 / 1.88 eV. The HOMO energy (alpha / beta) is -6.50 / -6.45 eV.



No. 2
This record from the Open Molecules 2025 dataset describes C23H19B2F13N2O10PS as an isolated structure at a distorted geometry. The level of theory is ωB97M-V/def2-TZVPD.

Geometry as XYZ:
```
71
Properties=species:S:1:pos:R:3:lowdin_charge:R:1
S -4.162 -3.545 -0.523 1.035
P -0.851 1.913 -0.314 0.991
F 5.476 3.756 -0.201 0.165
F 7.902 1.492 -0.975 0.165
F 4.338 -0.442 1.000 0.160
F 3.771 -1.589 -1.201 0.126
F 6.840 1.960 0.846 0.169
F 3.953 2.829 -2.045 0.186
F 5.356 4.090 -3.044 0.181
F 6.615 -0.452 0.285 0.150
F 3.576 0.313 -2.307 0.131
F 7.209 3.745 -1.467 0.157
F 5.593 1.961 -3.177 0.204
F 4.048 1.566 0.283 0.149
F 6.070 -0.208 -1.767 0.164
O -5.377 -1.775 4.411 0.139
O 0.337 -4.412 -1.307 0.060
O -10.782 -0.071 1.060 0.140
O -7.366 -0.960 3.746 0.229
O -4.361 0.194 2.473 0.121
O -6.547 0.614 2.194 0.231
O -8.679 -0.488 1.742 0.228
O -8.579 1.138 3.443 0.228
O -10.656 1.961 3.186 0.140
O 0.447 -3.333 -3.424 0.192
N -4.180 -1.994 -0.111 -0.196
N -2.703 -3.679 -1.174 -0.213
C 5.930 0.349 -0.563 -0.334
C 3.436 -0.277 -1.107 -0.445
C 5.223 2.940 -2.377 -0.566
C 1.260 -4.112 -0.258 -0.228
C -2.496 -0.194 -0.306 -0.028
C -0.350 -0.846 -1.333 -0.142
C -9.844 0.146 1.773 -0.397
C 6.130 3.029 -1.109 -0.339
C 0.080 1.875 1.288 -0.412
C 1.998 -0.143 -0.624 -0.061
C -6.043 -1.036 3.743 -0.397
C 4.435 0.335 -0.092 -0.344
C -2.991 -1.515 -0.474 -0.356
C -9.779 1.205 2.880 -0.397
C 0.307 2.599 -1.584 -0.295
C 1.040 -0.491 -1.781 -0.118
C -1.218 0.149 -0.706 -0.292
C -0.818 -2.140 -1.512 0.012
C -2.143 -2.463 -1.077 -0.328
C 6.684 1.710 -0.462 -0.343
C -5.514 -0.012 2.733 -0.396
C 0.764 3.229 1.548 -0.151
C 0.595 -3.855 1.079 -0.051
B 0.027 -3.331 -2.120 -0.609
B -7.794 0.076 2.781 -0.868
H -3.147 0.536 0.155 0.092
H 1.861 -3.240 -0.520 0.096
H 0.169 -4.756 1.507 0.080
H 0.400 3.975 0.846 0.048
H 0.105 3.664 -1.634 0.025
H 1.876 0.887 -0.323 0.074
H 1.372 2.491 -1.380 0.016
H 0.751 1.027 1.381 0.052
H 1.503 -1.313 -2.317 0.106
H 1.952 -4.942 -0.146 0.120
H -0.690 1.730 2.039 0.069
H 1.803 -0.850 0.175 0.137
H 1.331 -3.427 1.758 0.078
H 1.309 -3.763 -3.459 0.115
H 1.846 3.188 1.485 0.058
H 0.087 2.205 -2.570 0.037
H 1.004 0.317 -2.503 0.105
H 0.475 3.597 2.528 0.066
H -0.213 -3.131 1.005 0.074
```

Its gap between HOMO and LUMO is 7.87 eV. For the strongest force on any atom, the calculation gives 1.3 eV Å⁻¹. As for the total energy: -3837.710276 hartree. The spin multiplicity is 1. The net charge is -1. The molecular weight comes out at 815.0 g/mol. The calculation puts the lowest unoccupied orbital energy at 1.29 eV. The HOMO energy is -6.58 eV.



No. 3
This record from the Open Molecules 2025 dataset describes C23H19Cl5IN3Pd as an isolated structure. The level of theory is ωB97M-V/def2-TZVPD.

Geometry as XYZ:
```
52
Properties=species:S:1:pos:R:3:lowdin_charge:R:1
I 0.033 -0.294 4.929 0.818
Pd -0.401 0.354 2.040 0.201
Cl -2.169 -2.347 0.936 0.589
Cl -2.698 2.802 2.558 0.559
Cl -6.915 0.177 0.440 0.583
Cl -5.684 2.746 1.707 0.581
Cl -5.146 -2.362 0.056 0.580
N -1.658 1.188 -2.244 0.081
N -0.335 -0.350 -3.505 -0.068
N -0.050 -0.057 -1.195 0.058
C 2.563 0.155 3.178 -0.251
C 0.679 -1.295 -1.045 -0.226
C 3.993 0.205 3.058 -0.199
C -4.677 1.343 1.469 -0.718
C -5.242 0.203 0.907 -0.733
C 4.314 -0.683 5.289 -0.132
C 4.575 0.705 1.871 -0.105
C -3.332 1.340 1.825 -0.718
C -1.223 -0.210 -4.636 -0.206
C 2.916 -0.695 5.465 -0.222
C 2.092 -0.287 4.449 -0.636
C -4.439 -0.922 0.741 -0.720
C -3.104 -0.871 1.123 -0.706
C -1.675 1.233 -4.736 -0.194
C 3.760 1.137 0.862 -0.129
C 1.396 -1.617 -2.339 -0.174
C 2.361 1.046 0.978 -0.184
C -2.368 1.598 -3.430 -0.270
C -0.746 0.285 -2.307 -0.383
C 0.359 -1.622 -3.446 -0.199
C -2.462 0.258 1.648 -0.317
C 4.835 -0.231 4.113 -0.084
C 1.687 0.537 2.088 -0.233
H 4.195 1.541 -0.049 0.082
H 1.779 1.380 0.126 0.058
H -0.675 -0.519 -5.532 0.107
H -2.341 1.375 -5.593 0.098
H -2.530 2.680 -3.384 0.094
H 4.961 -1.016 6.094 0.082
H -0.303 0.398 -0.298 0.058
H 0.821 -1.789 -4.425 0.107
H 5.657 0.745 1.790 0.084
H -0.346 -2.453 -3.276 0.123
H 2.492 -1.015 6.407 0.055
H -3.372 1.148 -3.422 0.102
H 2.156 -0.859 -2.547 0.114
H 1.359 -1.167 -0.204 0.094
H 1.882 -2.594 -2.281 0.106
H 0.007 -2.125 -0.788 0.070
H -0.792 1.863 -4.880 0.108
H -2.101 -0.873 -4.547 0.125
H 5.910 -0.189 3.962 0.092
```

Its gap between HOMO and LUMO is 3.88 eV. For the strongest force on any atom, the calculation gives 0.3 eV Å⁻¹. The value obtained for the energy relative to the best compared isomer or geometry (same formula, charge and spin) is 3.3 kJ/mol. As for the total energy: -3778.647993 hartree. The spin multiplicity is 1. The net charge is -2. The molecular weight comes out at 748.0 g/mol. The calculation puts the lowest unoccupied orbital energy at 4.42 eV. The HOMO energy is 0.55 eV.



No. 4
This record from the Open Molecules 2025 dataset describes C23H19CuN7O5S3 as an isolated structure at a distorted geometry. The level of theory is ωB97M-V/def2-TZVPD.

Geometry as XYZ:
```
58
Properties=species:S:1:pos:R:3:lowdin_charge:R:1
Cu 1.964 0.266 -1.235 0.234
S 3.245 -0.900 0.120 0.384
S 0.428 0.917 1.721 0.542
S 3.418 -1.977 -1.615 0.092
O 2.889 -3.321 -1.402 -0.441
O 0.698 1.530 -2.005 -0.089
O 2.544 -1.207 -2.577 -0.465
O -2.725 -2.325 4.493 -0.092
O 4.807 -1.974 -2.060 -0.432
N -4.654 0.615 -0.903 0.030
N -0.373 3.457 1.546 0.023
N 4.095 1.324 -2.012 0.097
N 1.688 3.084 0.691 -0.043
N 0.059 -0.926 -1.056 0.086
N 2.530 2.328 -0.020 -0.040
N -5.194 -0.032 0.028 0.025
C 4.629 2.170 -1.124 -0.275
C -2.877 -0.582 2.921 -0.002
C -2.294 -0.379 -1.113 -0.109
C -2.566 -1.759 -0.985 -0.021
C -3.288 0.657 -1.228 -0.265
C 3.743 2.728 -0.106 -0.121
C 4.861 0.829 -2.971 -0.133
C 0.632 2.534 1.249 -0.957
C -0.214 -2.187 -0.844 -0.093
C -3.441 -0.002 1.806 -0.020
C -2.878 1.881 -1.743 -0.055
C 5.965 2.564 -1.202 -0.048
C -1.556 2.200 -2.005 -0.030
C -1.540 -2.655 -0.861 -0.041
C -4.481 -0.636 1.113 -0.303
C -3.337 -1.817 3.373 -0.284
C -2.850 -3.710 4.707 -0.111
C -4.950 -1.846 1.595 -0.057
C 6.202 1.164 -3.121 -0.074
C 6.757 2.051 -2.214 -0.099
C -4.375 -2.452 2.708 -0.038
C -0.524 1.278 -1.757 -0.353
C -0.938 -0.040 -1.259 -0.160
H 4.105 3.533 0.534 0.106
H 4.374 0.137 -3.646 0.102
H -3.589 -2.105 -1.021 0.105
H 0.638 -2.843 -0.694 0.098
H -1.740 -3.715 -0.773 0.096
H 6.790 0.723 -3.914 0.092
H 6.358 3.268 -0.479 0.096
H -0.470 4.167 0.834 0.064
H 7.800 2.340 -2.294 0.090
H -2.166 -3.961 5.516 0.085
H -3.867 -3.990 5.006 0.080
H -3.654 2.626 -1.885 0.099
H -3.041 0.937 1.448 0.104
H -4.739 -3.417 3.033 0.092
H -1.238 2.992 1.776 0.036
H -2.574 -4.276 3.813 0.097
H -1.280 3.171 -2.394 0.101
H -5.762 -2.337 1.070 0.102
H -2.043 -0.101 3.417 0.094
```

Its gap between HOMO and LUMO (alpha / beta) is 6.00 / 6.01 eV. For the strongest force on any atom, the calculation gives 1.3 eV Å⁻¹. The value obtained for the energy relative to the best compared isomer or geometry (same formula, charge and spin) is 4.1 kJ/mol. As for the total energy: -4482.451386 hartree. The spin multiplicity is 2. The net charge is -2. The molecular weight comes out at 633.2 g/mol. The calculation puts the lowest unoccupied orbital energy (alpha / beta) at 4.21 / 4.21 eV. The HOMO energy (alpha / beta) is -1.79 / -1.80 eV.



Among the records above, which one has the highest molecular weight? C23H19AsBr4Cl2F8KNO3